{
  "formula": "C13H19N3O4",
  "method": "wB97M-V/def2-TZVPD",
  "orbital_gap_ev": 7.84,
  "smiles": "CCCCCCCC(=O)N/N=C/c1ccc([N+](=O)[O-])o1",
  "charge": 0,
  "elements": ["C", "C", "C", "C", "C", "C", "C", "C", "O", "N", "N", "C", "C", "C", "C", "C", "N", "O", "O", "O", "H", "H", "H", "H", "H", "H", "H", "H", "H", "H", "H", "H", "H", "H", "H", "H", "H", "H", "H"],
  "xyz": [[-0.55867, -3.27167, 1.75771], [-0.32683, -3.43551, 0.26016], [-1.58736, -3.19958, -0.57422], [-2.16512, -1.78625, -0.48117], [-1.22089, -0.72420, -1.03793], [-1.84931, 0.66706, -1.10181], [-2.22621, 1.19627, 0.29257], [-2.38946, 2.68804, 0.27502], [-3.42683, 3.30195, 0.28621], [-1.18876, 3.38712, 0.23384], [-0.03523, 2.75538, 0.19593], [1.08632, 3.36014, 0.12650], [2.27933, 2.56851, 0.06161], [3.61286, 2.94454, 0.00932], [4.35601, 1.76023, -0.05675], [3.42543, 0.74277, -0.04205], [3.59609, -0.65703, -0.10038], [2.59860, -1.34779, -0.09591], [4.74090, -1.06506, -0.15406], [2.17686, 1.23234, 0.03026], [-0.79099, -2.23982, 2.00804], [0.33614, -3.55579, 2.30636], [-1.38124, -3.90214, 2.09105], [0.46915, -2.76208, -0.05764], [0.01543, -4.45560, 0.06942], [-2.35580, -3.90844, -0.25332], [-1.35730, -3.41661, -1.62039], [-3.10015, -1.75909, -1.04773], [-2.40533, -1.56307, 0.55818], [-0.92381, -1.01393, -2.04863], [-0.31675, -0.67433, -0.43075], [-1.12613, 1.34504, -1.55863], [-2.74031, 0.64923, -1.73234], [-3.16372, 0.75234, 0.62378], [-1.42676, 0.94206, 0.98864], [-1.24303, 4.41039, 0.20765], [1.20127, 4.44659, 0.10245], [3.99292, 3.94517, 0.01867], [5.41865, 1.64279, -0.10966]],
  "nbo_charge": [-0.61, -0.40, -0.39, -0.40, -0.40, -0.38, -0.52, 0.69, -0.57, -0.43, -0.17, -0.04, 0.28, -0.29, -0.23, 0.30, 0.50, -0.37, -0.38, -0.35, 0.20, 0.21, 0.20, 0.21, 0.20, 0.20, 0.20, 0.20, 0.19, 0.20, 0.21, 0.21, 0.20, 0.24, 0.24, 0.38, 0.18, 0.24, 0.25]
}



{
  "formula": "C36H74Br2F5IN3O7P2S",
  "method": "wB97M-V/def2-TZVPD",
  "orbital_gap_ev": 7.61,
  "charge": 1,
  "elements": ["C", "C", "C", "C", "C", "C", "C", "C", "C", "C", "C", "S", "O", "O", "F", "C", "N", "C", "C", "C", "I", "P", "C", "C", "C", "P", "C", "O", "C", "F", "C", "C", "C", "F", "Br", "C", "F", "F", "Br", "H", "H", "H", "H", "H", "H", "H", "H", "H", "H", "H", "H", "H", "H", "H", "H", "H", "H", "H", "H", "H", "H", "H", "H", "H", "H", "H", "H", "H", "H", "H", "H", "H", "H", "H", "H", "H", "H", "H", "H", "H", "H", "H", "H", "C", "O", "C", "C", "N", "C", "C", "O", "C", "H", "H", "H", "H", "H", "H", "H", "H", "H", "H", "H", "H", "H", "H", "H", "C", "O", "C", "C", "N", "C", "C", "O", "C", "H", "H", "H", "H", "H", "H", "H", "H", "H", "H", "H", "H", "H", "H", "H"],
  "xyz": [[2.07959, -0.73800, -2.30107], [2.50770, -1.88141, -1.36641], [1.42561, -2.38331, -0.41500], [0.14485, -2.88587, -1.11282], [-0.91129, -3.41501, -0.10082], [-2.19636, -2.52243, -0.04315], [-2.20397, -1.65076, 1.21980], [-3.40519, -0.69408, 1.38540], [-3.80839, 0.14777, 0.14822], [-3.59965, 1.69724, 0.29668], [-2.46809, 2.27586, -0.57997], [-0.92276, 1.65412, 0.15016], [-1.08543, 1.38025, 1.51260], [0.17119, 2.52081, -0.09367], [-0.66431, 0.35245, -0.70008], [-2.73687, 1.92845, -2.08188], [-2.17031, 2.96412, -3.00120], [-1.04912, 2.22695, -3.72562], [-1.54222, 1.22231, -4.76071], [-0.31583, 0.51607, -5.39153], [-0.87038, -0.14346, -7.37182], [-3.35682, 3.78899, -4.13924], [-2.54423, 4.26426, -5.71900], [-4.76315, 2.65066, -4.52642], [-1.55647, 3.95468, -2.01527], [-1.19963, 5.70789, -2.66637], [-0.18633, 6.47107, -1.31352], [-0.12622, 5.56691, -3.93827], [-2.37934, 3.83009, -0.71595], [-1.78943, 4.42353, 0.37184], [-3.78300, 4.49147, -0.71685], [-3.76413, 6.02994, -0.51813], [-4.70667, 6.70498, -1.51399], [-4.31848, 6.55084, -2.78466], [-6.54054, 6.02051, -1.31325], [-4.76968, 8.25954, -1.24302], [-3.56179, 8.72278, -0.99746], [-5.57269, 8.48407, -0.21059], [-5.56445, 9.17979, -2.76558], [2.99570, -0.23338, -2.62902], [1.60409, -1.08238, -3.22074], [1.48954, 0.03647, -1.80680], [3.32805, -1.47700, -0.74764], [2.90818, -2.67349, -2.00078], [1.82208, -3.25105, 0.12481], [1.12308, -1.65318, 0.34265], [0.36681, -3.66051, -1.85133], [-0.24037, -2.03751, -1.69347], [-0.48065, -3.55664, 0.89066], [-1.25558, -4.35612, -0.53244], [-2.22685, -1.97251, -0.98467], [-3.03698, -3.21748, 0.03907], [-2.25841, -2.34906, 2.06173], [-1.24629, -1.14785, 1.34921], [-4.27079, -1.26961, 1.71828], [-3.15742, -0.03073, 2.21593], [-4.89030, 0.03795, 0.05263], [-3.39150, -0.22585, -0.78676], [-4.51445, 2.17196, -0.06626], [-3.52072, 1.99217, 1.34077], [-2.36309, 0.91420, -2.20351], [-3.81921, 1.79948, -2.10151], [-0.41802, 1.68111, -3.01633], [-0.39406, 2.97582, -4.17395], [-2.09787, 0.42491, -4.25860], [-2.21451, 1.63586, -5.50967], [0.55949, 1.15903, -5.41682], [-0.13458, -0.39135, -4.83074], [-2.53972, 5.34169, -5.86050], [-1.53591, 3.87439, -5.85941], [-3.14663, 3.84206, -6.53127], [-5.29067, 2.43377, -3.59729], [-5.43398, 3.21842, -5.17027], [-4.44235, 1.70831, -4.97637], [-0.53511, 3.56441, -1.94930], [-0.66749, 7.40068, -1.00780], [-0.12600, 5.84483, -0.41934], [0.82155, 6.71431, -1.65080], [0.56633, 4.91303, -3.73465], [-4.38588, 4.18279, -1.57076], [-4.28941, 4.07663, 0.15334], [-2.76882, 6.46705, -0.52185], [-4.19536, 6.25633, 0.45779], [0.30101, -9.39191, 1.45433], [-0.41582, -9.42827, 2.67441], [0.38196, -9.79089, 3.79815], [0.53067, -8.61936, 4.74870], [1.37322, -7.57857, 4.17006], [1.37322, -6.32479, 4.91952], [0.06036, -5.54941, 5.00216], [-0.37930, -5.01885, 3.76157], [-1.14693, -5.90415, 2.96513], [-0.41898, -9.23410, 0.65226], [1.02321, -8.56836, 1.43896], [0.82052, -10.33753, 1.27569], [1.35718, -10.17900, 3.49143], [-0.14787, -10.59417, 4.31767], [0.98257, -8.96988, 5.68064], [-0.47701, -8.24488, 4.97088], [1.05811, -7.38531, 3.22825], [2.11244, -5.67373, 4.44507], [1.73244, -6.52175, 5.93429], [0.23854, -4.68242, 5.64458], [-0.73993, -6.12240, 5.48372], [-1.74271, -6.59462, 3.56651], [-0.50692, -6.46084, 2.27559], [-1.82694, -5.29976, 2.36089], [8.73114, 2.04310, 2.77754], [7.95525, 1.10136, 3.49651], [6.92593, 1.68771, 4.28616], [5.55969, 1.32148, 3.74006], [5.30725, 1.98802, 2.46682], [4.12035, 1.50556, 1.76670], [4.12349, 0.05821, 1.27964], [5.06084, -0.20398, 0.24382], [6.36727, -0.52461, 0.69821], [9.55896, 1.50647, 2.31654], [8.14540, 2.52286, 1.98590], [9.13915, 2.80703, 3.44527], [7.04490, 2.77211, 4.36326], [7.02042, 1.26988, 5.29242], [4.79376, 1.62245, 4.46032], [5.52845, 0.22929, 3.63598], [6.10777, 1.85755, 1.86193], [3.98873, 2.14800, 0.89129], [3.24621, 1.66182, 2.40700], [3.14008, -0.13504, 0.83934], [4.23186, -0.66283, 2.09757], [6.35324, -1.05295, 1.65388], [6.98923, 0.37020, 0.77373], [6.82592, -1.17480, -0.04797]],
  "mulliken_charge": [-0.93, -0.32, -0.42, -0.06, -0.85, -0.48, -0.27, -1.44, -0.70, -1.73, 1.23, 1.31, -0.64, -0.66, 0.27, -2.32, 1.38, -1.45, -0.39, -1.27, 0.07, 0.51, -1.26, -1.32, -0.70, 0.24, -1.04, -0.52, 0.60, -0.56, -0.98, -1.80, 0.03, -0.05, -0.04, 0.71, -0.18, -0.21, -0.12, 0.56, 0.22, -0.06, -0.15, 0.50, 0.50, 0.04, 0.63, -0.38, 0.40, 0.35, 0.18, 0.52, 0.45, 0.06, 0.48, 0.40, 0.47, 0.27, 0.86, 0.67, -0.09, 0.53, 0.29, 0.97, 0.41, 0.47, 0.52, 0.41, 0.40, 0.31, 0.53, 0.34, 0.51, 0.37, 1.10, 0.33, 0.31, 0.42, 0.34, 0.25, 0.63, 0.46, 0.68, -0.71, -0.34, -0.81, -0.19, -0.31, -0.75, -0.55, -0.30, -0.53, 0.23, 0.30, 0.35, 0.40, 0.40, 0.40, 0.17, 0.06, 0.37, 0.43, 0.32, 0.38, 0.36, 0.19, 0.14, -0.72, -0.35, -0.82, -0.15, -0.26, -1.05, 0.48, -0.44, -0.61, 0.24, 0.30, 0.35, 0.41, 0.40, 0.36, 0.17, 0.12, 0.41, 0.40, -0.36, 0.26, 0.34, 0.14, 0.30]
}



{
  "formula": "C8H12N3O3S",
  "method": "wB97M-V/def2-TZVPD",
  "orbital_gap_ev": [6.79, 6.82],
  "charge": -1,
  "elements": ["C", "C", "C", "C", "C", "C", "C", "C", "N", "N", "N", "O", "O", "O", "S", "H", "H", "H", "H", "H", "H", "H", "H", "H", "H", "H", "H"],
  "xyz": [[0.62024, 0.51964, 1.07308], [-0.73284, 0.57498, 0.83816], [0.98160, -0.74264, 0.55848], [5.16588, 0.08607, 0.00433], [-3.22411, -2.02253, 0.72254], [-2.54696, -1.06511, -1.68570], [5.79385, 2.34772, -0.45778], [-2.53710, -0.86780, -0.14283], [-0.10753, -1.39260, 0.08900], [4.36015, -0.87236, -0.24707], [-1.16801, -0.59634, 0.32126], [6.01018, 0.08890, 0.89004], [3.41851, -3.17930, -0.29330], [5.16505, 1.11962, -0.92450], [3.51607, -1.97596, 0.51984], [1.31479, 1.26062, 1.34060], [-1.44070, 1.35884, 1.12068], [-4.12349, -2.54988, 0.33291], [-3.35305, -1.39223, 1.54656], [-2.49181, -2.77160, 1.01591], [-1.51295, -1.00820, -2.08652], [-3.24808, -0.43719, -2.25328], [-3.06736, -2.11169, -1.86716], [5.91794, 2.95378, -1.39198], [6.84523, 2.12738, 0.05466], [5.17039, 2.76830, 0.33564], [-2.90710, 0.08432, 0.14920]],
  "nbo_charge": [-0.44, -0.08, -0.08, 0.86, -0.63, -0.63, -0.27, -0.01, -0.39, -0.91, -0.21, -0.70, -0.90, -0.54, 1.49, 0.21, 0.18, 0.20, 0.21, 0.23, 0.25, 0.20, 0.19, 0.18, 0.20, 0.18, 0.19]
}



{
  "formula": "C28H57Ag4N3O6Zn",
  "method": "wB97M-V/def2-TZVPD",
  "orbital_gap_ev": [4.16, 4.65],
  "s2": 6.015,
  "charge": 4,
  "multiplicity": 5,
  "elements": ["Zn", "Ag", "Ag", "Ag", "Ag", "C", "O", "O", "O", "C", "C", "C", "C", "C", "C", "N", "O", "C", "C", "C", "H", "H", "H", "H", "H", "H", "H", "H", "H", "H", "H", "H", "H", "H", "H", "H", "H", "H", "H", "C", "C", "C", "C", "C", "C", "N", "O", "C", "C", "C", "H", "H", "H", "H", "H", "H", "H", "H", "H", "H", "H", "H", "H", "H", "H", "H", "H", "H", "H", "C", "C", "C", "C", "C", "C", "N", "O", "C", "C", "C", "H", "H", "H", "H", "H", "H", "H", "H", "H", "H", "H", "H", "H", "H", "H", "H", "H", "H", "H"],
  "xyz": [[4.68880, 2.29358, -0.87775], [2.64498, 4.75973, -2.35725], [4.84431, 1.56397, -4.25533], [3.41602, -1.08439, -0.55177], [1.96329, 1.67309, 1.02941], [2.33077, 1.44156, -1.80433], [1.77798, 0.52114, -1.16664], [2.42317, 2.55789, -1.31028], [3.43082, 1.20498, -2.23014], [2.37058, -2.32541, -3.50697], [1.83389, -3.48241, -2.62811], [2.97993, -4.56576, -2.55081], [2.87184, -5.64290, -1.48442], [2.63885, -4.91866, -0.13289], [1.51111, -3.86234, -0.09329], [1.63090, -2.95294, -1.29057], [0.68587, -1.93982, -1.20783], [0.15838, -4.53370, -0.06170], [1.87229, -2.98737, 1.15669], [0.62999, -4.12369, -3.33427], [3.33931, -1.94945, -3.17788], [1.63821, -1.51935, -3.55170], [2.67787, -2.70612, -4.48100], [2.97029, -4.98824, -3.55556], [3.94073, -4.06265, -2.44195], [3.67921, -6.36695, -1.37481], [2.06518, -6.28320, -1.84136], [3.58904, -4.45307, 0.12879], [2.43619, -5.59959, 0.69377], [-0.14517, -5.02926, 0.86047], [-0.64481, -3.80119, -0.14179], [0.03332, -5.27229, -0.85350], [2.82906, -2.47553, 1.05312], [1.17271, -2.17156, 1.33875], [2.03536, -3.62340, 2.02672], [0.28883, -5.01895, -2.81445], [0.83267, -4.36558, -4.37759], [-0.18523, -3.41135, -3.20744], [1.21446, -1.15531, -1.04435], [-3.11628, 3.31716, -1.15663], [-3.44770, 1.77133, -1.13133], [-5.01812, 1.66420, -1.25192], [-5.51174, 0.28819, -1.69618], [-4.74215, -0.09304, -2.96031], [-3.22640, -0.09009, -2.87599], [-2.82860, 1.26787, -2.32538], [-1.41933, 1.49970, -2.51505], [-2.73238, -1.26299, -2.06054], [-2.64181, -0.22108, -4.28900], [-2.94228, 1.06533, 0.17635], [-3.66002, 3.74925, -0.31655], [-3.66330, 3.59520, -2.05750], [-2.09953, 3.70974, -1.14242], [-5.55159, 1.98914, -0.35866], [-5.44753, 2.42436, -1.90450], [-6.58948, 0.17967, -1.81786], [-5.31191, -0.38582, -0.86319], [-5.14462, 0.38382, -3.85402], [-5.18569, -1.08777, -3.00370], [-1.64650, -1.34235, -2.11216], [-3.09685, -1.38722, -1.04082], [-2.97540, -2.14053, -2.65969], [-1.55267, -0.20598, -4.24855], [-3.09405, -0.99993, -4.90299], [-2.82603, 0.66841, -4.89147], [-3.55113, 0.29524, 0.65003], [-2.81887, 1.88195, 0.88769], [-1.99668, 0.56213, -0.02550], [-0.97074, 0.78571, -2.05616], [-0.08274, 4.59514, 4.15380], [0.93433, 3.82441, 3.24667], [2.26770, 3.80992, 3.97051], [2.39663, 2.77068, 5.11148], [1.92537, 1.37505, 4.64647], [0.56820, 1.33889, 3.88367], [0.55732, 2.39308, 2.89631], [-0.54699, 2.25343, 2.05896], [0.34566, -0.04122, 3.19105], [-0.56387, 1.41766, 4.89245], [1.18538, 4.54341, 1.81847], [-1.04514, 4.10288, 4.01391], [-0.17844, 5.64089, 3.86167], [0.12549, 4.60091, 5.22371], [3.09370, 3.65247, 3.27694], [2.51489, 4.76010, 4.44397], [2.00280, 3.14430, 6.05667], [3.47196, 2.71976, 5.28226], [1.75601, 0.79896, 5.55616], [2.70809, 0.87430, 4.07664], [0.61074, -0.87517, 3.84095], [-0.65089, -0.28256, 2.82127], [1.02707, -0.03587, 2.34031], [-0.42928, 2.36705, 5.41076], [-1.54398, 1.54445, 4.43264], [-0.54846, 0.69490, 5.70822], [1.68596, 5.49949, 1.97157], [0.25432, 4.79730, 1.31174], [1.79324, 3.93810, 1.14601], [-1.29708, 2.55190, 2.57846]],
  "mulliken_spin": [1.07, 0.06, 0.13, 0.23, 0.08, 0.11, 0.14, -0.07, 0.08, 0.05, 0.00, 0.03, -0.01, 0.02, -0.02, 0.59, 0.05, 0.06, 0.06, 0.10, 0.01, 0.00, 0.00, 0.00, 0.00, 0.00, 0.00, 0.00, 0.00, 0.01, 0.00, 0.00, 0.02, -0.02, 0.01, 0.00, 0.00, 0.00, 0.06, 0.03, 0.01, 0.02, -0.01, 0.03, -0.02, 0.71, 0.01, 0.07, 0.01, 0.13, 0.00, -0.01, 0.00, 0.00, 0.00, 0.00, 0.00, 0.00, 0.00, 0.00, 0.00, 0.00, 0.00, 0.00, 0.00, 0.00, -0.01, 0.00, 0.03, 0.00, 0.01, 0.00, 0.00, 0.01, 0.01, 0.10, 0.00, -0.07, 0.00, -0.05, 0.00, 0.00, 0.00, 0.00, 0.00, 0.00, 0.00, 0.00, 0.00, 0.00, 0.00, 0.08, 0.00, 0.00, 0.00, 0.00, 0.00, 0.06, 0.00]
}